(1)
This record from the OMol25 dataset describes the molecule C10H18O3. The level of theory is the ωB97M-V functional and the def2-TZVPD basis.

Geometry as XYZ:
```
31
Properties=species:S:1:pos:R:3:nbo_charge:R:1
C -3.56188 1.33162 0.02465 -0.6502
C -3.22560 0.03289 -0.80020 0.0749
C -3.84269 -1.05302 -0.07546 -0.6524
O -1.83332 -0.21988 -0.85966 -0.4941
C -1.12848 -0.30995 0.25319 0.9951
O -1.45778 -0.23943 1.37610 -0.6515
O 0.10248 -0.53981 -0.12441 -0.5301
C 1.21718 -0.54086 0.86924 0.1014
C 1.60726 0.86351 1.06074 -0.4684
C 2.30976 1.38285 -0.23612 -0.3974
C 3.63873 0.60678 -0.47924 -0.4259
C 3.21062 -0.86764 -0.77214 -0.3881
C 2.28300 -1.48693 0.26870 -0.4425
H -3.54071 1.16497 1.16967 0.2515
H -4.68092 1.54038 -0.26703 0.2065
H -3.07598 2.17289 -0.47974 0.2223
H -3.59388 0.04773 -1.79799 0.1992
H -3.53279 -1.12919 1.03203 0.2381
H -4.91700 -0.99690 -0.07185 0.2160
H -3.69609 -2.06724 -0.47387 0.2153
H 0.68517 -1.04805 1.74834 0.2245
H 0.74040 1.30261 1.38302 0.2308
H 2.28381 1.12221 1.97100 0.2192
H 2.37675 2.65918 -0.30315 0.2192
H 1.69779 1.11188 -1.27868 0.2158
H 3.97028 0.95725 -1.48296 0.2071
H 4.42567 0.68672 0.21933 0.2028
H 2.70178 -0.77204 -1.80368 0.2029
H 4.15614 -1.54077 -0.85884 0.2132
H 2.86469 -1.91425 1.12606 0.2122
H 1.81561 -2.25750 -0.33706 0.2329
```

Its net charge is 0. The SMILES is CC(C)OC(=O)OC1CCCCC1. For the energy above the lowest of the compared OMol25 structures with the same formula, charge and spin, the calculation gives 1.284 eV.

(2)
This record from the OMol25 dataset describes the molecule C4H13N3. The level of theory is the ωB97M-V functional and the def2-TZVPD basis.

Geometry as XYZ:
```
20
Properties=species:S:1:pos:R:3:nbo_charge:R:1
C -1.63285 1.26131 -2.63208 -0.4176
N -1.00056 0.76072 -1.42325 -0.6353
C 0.31249 0.14017 -1.61094 -0.2149
C 1.08323 0.10955 -0.26827 -0.2184
N 0.23841 -0.32065 0.84007 -0.6586
C 0.96930 -0.78575 1.97805 -0.0331
N 0.05217 -1.21710 3.05029 -0.8295
H -2.09112 0.58310 -3.38379 0.1727
H -0.86268 1.80263 -3.20415 0.1876
H -2.34987 2.02479 -2.32967 0.1982
H -1.57979 0.00111 -1.07853 0.3582
H 0.26591 -0.84686 -2.06971 0.1672
H 0.96934 0.73833 -2.25817 0.1855
H 1.48797 1.09139 -0.04739 0.1688
H 1.79920 -0.68202 -0.48231 0.1905
H -0.54724 0.28853 0.99830 0.3772
H 1.62409 0.01507 2.39081 0.1208
H 1.61248 -1.59749 1.61153 0.1723
H -0.13371 -0.44089 3.67732 0.3518
H 0.57047 -1.90952 3.58232 0.3568
```

Its net charge is 0. The SMILES is CNCCNCN. For the energy above the lowest of the compared OMol25 structures with the same formula, charge and spin, the calculation gives 1.302 eV.

(3)
This record from the OMol25 dataset describes a cluster of 5 separate species, C8H26O8 in total. The level of theory is the ωB97M-V functional and the def2-TZVPD basis.

Geometry as XYZ:
```
42
Properties=species:S:1:pos:R:3:nbo_charge:R:1
O 1.45211 1.97787 -1.96877 -0.7580
C 2.56125 1.47055 -1.27912 -0.0864
C 2.83062 2.38386 -0.14227 -0.0973
O 3.12658 3.61555 -0.79415 -0.7380
H 1.56781 2.93684 -2.13683 0.4954
H 2.35997 0.42258 -0.92244 0.1903
H 3.45871 1.39291 -1.89864 0.1752
H 3.72013 2.09954 0.50929 0.1769
H 1.97115 2.50021 0.46676 0.1796
H 2.58932 4.27797 -0.37010 0.4709
O -1.86749 -1.78005 -1.66516 -0.7399
C -3.00169 -1.45899 -0.89334 -0.0895
C -3.98439 -0.65265 -1.75294 -0.0991
O -4.34209 -1.54428 -2.88878 -0.7620
H -2.17061 -2.27285 -2.41487 0.4973
H -3.48371 -2.40935 -0.59046 0.1854
H -2.69462 -0.92069 0.03022 0.2007
H -3.47162 0.16064 -2.23656 0.1811
H -4.88174 -0.39840 -1.18113 0.1808
H -5.12632 -1.15403 -3.35441 0.4793
O 1.66853 -2.27282 -0.60532 -0.7439
C 1.72262 -2.31283 0.79516 -0.1060
C 0.28256 -2.74871 1.39598 -0.0819
O -0.08257 -4.03187 0.86857 -0.7292
H 1.43441 -1.35622 -0.76595 0.4873
H 2.45742 -3.05671 1.12217 0.1729
H 1.82292 -1.30974 1.26484 0.1873
H -0.40556 -1.97705 1.07903 0.1534
H 0.42516 -2.78272 2.46994 0.1733
H 0.13570 -3.93066 -0.06912 0.4718
C 0.34700 2.06785 3.35956 -0.6233
C -0.27756 1.64207 2.02755 -0.0435
O 0.38196 0.55252 1.51483 -0.7745
H 1.39565 2.36980 3.16591 0.2024
H 0.35157 1.26399 4.06623 0.2118
H -0.23824 2.89346 3.78732 0.2063
H -0.21252 2.51296 1.29719 0.1288
H -1.34096 1.40580 2.14702 0.1479
H 0.02685 0.42897 0.59240 0.5065
O -0.07378 -0.01086 -1.01314 -1.0195
H 0.11674 0.73895 -1.53731 0.5080
H -0.55126 -0.73342 -1.47916 0.5214
```

Its net charge is 0. The SMILES is OCCO.OCCO.OCCO.CCO.O. For the energy above the lowest of the compared OMol25 structures with the same formula, charge and spin, the calculation gives 2.196 eV.

Number 1: LUMO level 0.940 eV, HOMO energy -0.37976 hartree. Number 2: LUMO level 1.158 eV, HOMO energy -0.30418 hartree. Number 3: LUMO level 0.427 eV, HOMO energy -0.33204 hartree.